# 1
Entry from the OMol25 dataset: 3 unconnected molecules or ions with the total composition C23H42ClN7O3P (the ωB97M-V functional and the def2-TZVPD basis).

Results
Charge: +1
Frontier orbital gap in eV: 7.3
LUMO level in eV: -4.138
E in eV: -62898.080

Each line ends with the Mulliken charge.
CARTESIAN COORDINATES (ANGSTROEM)
C: 2.72 0.84 3.93  -0.83
C: 1.96 -0.61 3.65  -0.51
C: 0.35 -0.59 3.95  -0.02
Cl: -0.17 0.66 5.24  -0.14
C: -0.60 -0.35 2.64  -0.50
N: -1.59 -1.43 2.19  -0.06
C: -2.27 -0.78 1.00  -0.11
C: -3.45 -1.72 0.33  -0.55
C: -4.81 -1.50 1.27  -0.64
C: -5.48 -0.02 1.05  0.20
C: -6.49 0.47 2.25  -0.66
C: -8.08 0.35 1.79  -0.35
N: -8.88 0.73 3.05  -0.67
N: -1.81 0.60 0.63  0.32
P: -2.40 1.66 -0.68  0.20
N: -1.09 1.56 -1.94  -0.58
O: -3.80 1.01 -1.49  -0.45
C: -0.72 0.94 1.62  -0.19
N: 0.16 2.15 1.82  1.12
C: 0.71 2.71 0.53  0.21
C: 0.18 4.17 -0.09  -0.86
O: 1.63 2.03 -0.20  -0.52
C: -0.47 3.20 2.71  0.53
C: -2.01 3.23 3.27  -0.91
O: 0.35 4.21 3.13  -0.56
H: 2.34 1.71 3.24  0.11
H: 3.88 0.71 3.69  0.34
H: 2.61 1.21 5.04  0.32
H: 2.44 -1.36 4.45  0.30
H: 2.20 -1.01 2.55  0.28
H: 0.07 -1.67 4.37  0.39
H: -1.74 -2.39 2.61  0.37
H: -3.64 -1.52 -0.81  0.18
H: -3.14 -2.86 0.51  0.35
H: -4.41 -1.53 2.39  0.27
H: -5.57 -2.40 1.10  0.34
H: -4.59 0.77 1.01  -0.36
H: -5.98 0.03 -0.03  0.29
H: -6.26 -0.06 3.27  0.31
H: -6.29 1.63 2.42  0.27
H: -8.37 -0.72 1.40  0.28
H: -8.28 1.18 0.97  0.28
H: -8.53 0.16 3.86  0.27
H: -8.54 1.72 3.24  0.29
H: -1.54 1.19 -2.83  0.32
H: -0.47 0.75 -1.64  0.29
H: -3.53 0.26 -2.11  0.31
H: 0.52 4.34 -1.20  0.30
H: 0.64 5.01 0.62  0.36
H: -1.00 4.29 0.03  0.26
H: -2.79 3.75 2.54  0.26
H: -2.41 2.17 3.63  0.24
H: -2.00 3.90 4.25  0.33
C: 5.15 0.73 -4.03  -1.14
C: 3.82 1.41 -3.70  -0.69
C: 2.89 0.52 -2.87  0.31
C: 2.56 -0.74 -3.66  0.25
N: 2.28 -1.78 -4.30  -0.55
H: 5.00 -0.16 -4.65  0.30
H: 5.79 1.41 -4.60  0.36
H: 5.68 0.43 -3.12  0.31
H: 3.33 1.71 -4.63  0.33
H: 4.03 2.33 -3.14  0.35
H: 1.96 1.06 -2.65  -0.11
H: 3.36 0.25 -1.92  0.28
C: 4.84 -4.32 -4.10  -1.06
C: 6.24 -4.35 -4.71  -0.41
C: 7.35 -4.44 -3.65  -0.37
C: 7.28 -3.22 -2.74  0.27
N: 7.22 -2.21 -1.99  -0.51
H: 4.69 -3.44 -3.48  0.25
H: 4.09 -4.29 -4.89  0.32
H: 4.66 -5.21 -3.49  0.34
H: 6.38 -3.46 -5.32  0.27
H: 6.32 -5.22 -5.38  0.31
H: 8.33 -4.47 -4.14  0.28
H: 7.23 -5.34 -3.05  0.29

---

# 2
Entry from the OMol25 dataset: CH2INO4 in the gas phase (the ωB97M-V functional and the def2-TZVPD basis).

Results
Frontier orbital gap in eV: 10.0
SMILES string: O=[N+]([O-])OOCI
Relative energy (zero: lowest compared OMol25 entry of this formula, charge and spin) in kJ/mol: 270.20
LUMO level in eV: 0.026
E in eV: -18842.657

Each line ends with the Mulliken charge.
CARTESIAN COORDINATES (ANGSTROEM)
O: -2.18 0.50 -0.58  -0.45
N: -1.87 0.07 0.44  1.08
O: -2.56 -0.39 1.29  -0.52
O: -0.41 0.04 0.89  -0.18
O: 0.43 0.80 0.09  -0.18
C: 1.31 0.00 -0.59  -0.48
I: 2.93 -0.96 0.59  0.02
H: 0.68 -0.82 -0.93  0.36
H: 1.68 0.76 -1.20  0.35

---

# 3
Entry from the OMol25 dataset: 2 unconnected molecules or ions with the total composition C3H11N2OP (the ωB97M-V functional and the def2-TZVPD basis).

Results
Frontier orbital gap in eV: 9.6
SMILES string: NP(N)O.C=CC
Relative energy (zero: lowest compared OMol25 entry of this formula, charge and spin) in kJ/mol: 145.51
LUMO level in eV: 1.022
E in eV: -17605.226

Each line ends with the Mulliken charge.
CARTESIAN COORDINATES (ANGSTROEM)
N: 3.34 -0.75 -0.42  -0.49
P: 1.82 -0.03 -0.56  0.34
N: 1.21 -0.50 1.02  -0.71
O: 2.27 1.41 0.09  -0.55
H: 4.12 -0.14 -0.20  0.23
H: 3.73 -1.31 -1.17  0.26
H: 0.83 -1.45 0.99  0.25
H: 0.50 0.14 1.31  0.28
H: 1.96 1.57 1.00  0.37
C: -1.54 1.34 0.02  -0.86
C: -2.14 0.20 0.36  0.25
C: -2.59 -0.84 -0.57  -1.07
H: -1.24 1.60 -1.03  0.27
H: -1.37 2.20 0.81  0.25
H: -2.66 -0.05 1.23  0.35
H: -3.66 -0.72 -0.97  0.29
H: -2.08 -0.72 -1.62  0.27
H: -2.51 -1.96 -0.28  0.26

---

# 4
Entry from the OMol25 dataset: a molecular structure, C2H4F6NaO8S2 (the ωB97M-V functional and the def2-TZVPD basis).

Results
Charge: -1
Frontier orbital gap in eV: 7.9
Relative energy (zero: lowest compared OMol25 entry of this formula, charge and spin) in kJ/mol: 5.00
LUMO level in eV: 1.244
E in eV: -60915.659

Each line ends with the Mulliken charge.
CARTESIAN COORDINATES (ANGSTROEM)
Na: 0.17 1.51 -0.65  0.87
C: 1.98 0.72 2.81  0.53
F: 3.31 0.74 2.88  -0.24
F: 1.51 1.78 3.48  -0.24
F: 1.62 0.89 1.52  -0.19
S: 1.28 -0.90 3.47  1.12
O: 2.42 -1.81 3.48  -0.65
O: 0.86 -0.50 4.80  -0.66
O: 0.24 -1.20 2.50  -0.73
C: -1.28 -2.29 -2.21  0.63
F: -0.12 -2.64 -1.67  -0.22
F: -1.75 -3.28 -2.96  -0.23
F: -2.14 -2.05 -1.21  -0.22
S: -1.14 -0.78 -3.35  1.00
O: -2.47 -0.49 -3.81  -0.66
O: -0.55 0.31 -2.54  -0.65
O: -0.27 -1.32 -4.39  -0.67
O: -0.02 3.72 -1.57  -0.53
H: 0.74 4.30 -1.69  0.29
H: -0.79 4.26 -1.78  0.28
O: -1.04 -0.12 0.67  -0.53
H: -1.97 -0.15 0.90  0.21
H: -0.60 -0.71 1.33  0.51

---

# 5
Entry from the OMol25 dataset: 2 unconnected molecules or ions with the total composition CI3NOS (the ωB97M-V functional and the def2-TZVPD basis).

Results
Frontier orbital gap (spin up / spin down) in eV: 6.1 / 6.9
Relative energy (zero: lowest compared OMol25 entry of this formula, charge and spin) in kJ/mol: 79.46
LUMO level (spin up / spin down) in eV: -2.352 / -2.336
E in eV: -39708.519

Each line ends with the Mulliken charge.
CARTESIAN COORDINATES (ANGSTROEM)
C: 1.41 -0.50 0.93  0.80
N: -0.60 0.71 0.38  -0.51
O: 2.10 -0.07 0.09  -0.41
S: 0.75 -1.14 2.14  -0.34
I: -0.31 0.88 -1.61  0.44
I: -2.26 1.47 1.20  0.14
I: -1.08 -1.34 -3.13  -0.12

---

# 6
Entry from the OMol25 dataset: C4H6N2O in the gas phase (the ωB97M-V functional and the def2-TZVPD basis).

Results
Frontier orbital gap in eV: 7.9
SMILES string: Nc1ccc(O)[nH]1
Relative energy (zero: lowest compared OMol25 entry of this formula, charge and spin) in kJ/mol: 251.57
LUMO level in eV: 0.571
E in eV: -9270.895

Each line ends with the Mulliken charge.
CARTESIAN COORDINATES (ANGSTROEM)
N: -2.15 -0.11 -0.05  -0.58
C: -0.81 0.11 0.29  0.22
C: -0.05 1.27 0.31  -0.41
C: 1.30 0.87 0.44  -0.41
C: 1.33 -0.51 0.45  -0.12
O: 1.98 -1.21 -0.57  -0.48
N: 0.00 -0.93 0.55  -0.06
H: -2.38 0.48 -0.83  0.26
H: -2.27 -1.07 -0.34  0.26
H: -0.41 2.27 0.12  0.39
H: 2.18 1.50 0.34  0.39
H: 1.55 -0.78 -1.34  0.35
H: -0.27 -1.90 0.61  0.20

---

> E of number 3 (C3H11N2OP)?

-17605.226 eV